Entry 1:
This record from the OMol25 dataset describes a cluster of 2 separate species, C9H14 in total at a distorted geometry. The level of theory is the ωB97M-V functional and the def2-TZVPD basis.

Its energy relative to the best compared isomer or geometry (same formula, charge and spin) is 8.3 kcal/mol. For the frontier orbital gap, the calculation gives 0.3681 Eh. The molar mass is 122.21 g/mol. The lowest unoccupied orbital energy is 1.048 eV. As for the SMILES: Cc1ccccc1.CC.

Each line ends with the natural charge from an NBO analysis.
Geometry (Å):
C -2.15317 1.65611 0.57289  -0.631
C -0.76206 1.24286 0.98594  -0.023
C 0.15356 0.63079 0.15046  -0.208
C 1.43222 0.28374 0.60155  -0.209
C 1.82506 0.70318 1.85903  -0.223
C 0.94183 1.38543 2.69476  -0.209
C -0.30402 1.75666 2.20917  -0.201
H -2.80082 1.50775 1.41699  0.218
H -2.56059 1.21780 -0.33458  0.218
H -2.19731 2.73782 0.41898  0.218
H -0.10639 0.36982 -0.86571  0.205
H 2.12547 -0.18769 -0.07742  0.214
H 2.85063 0.55468 2.16525  0.210
H 1.26414 1.62682 3.69853  0.212
H -0.91742 2.40610 2.82259  0.207
C 0.73322 -1.82470 -2.56557  -0.602
C -0.41720 -2.63811 -1.96188  -0.606
H 0.75301 -2.04108 -3.63807  0.202
H 0.57337 -0.75487 -2.46441  0.196
H 1.70742 -2.12983 -2.19391  0.203
H -1.36478 -2.25200 -2.33756  0.200
H -0.47015 -2.57830 -0.87597  0.207
H -0.30604 -3.67298 -2.28104  0.203

Entry 2:
This record from the OMol25 dataset describes a cluster of 2 separate species, C9H14 in total at a distorted geometry. The level of theory is the ωB97M-V functional and the def2-TZVPD basis.

Its energy relative to the best compared isomer or geometry (same formula, charge and spin) is 32.2 kcal/mol. For the frontier orbital gap (alpha / beta), the calculation gives 0.3634 / 0.2147 Eh. The molar mass is 122.21 g/mol. The net charge is +1. The lowest unoccupied orbital energy (alpha / beta) is -4.323 / -8.376 eV. As for the spin multiplicity: 2.

Each line ends with the Löwdin spin population.
Geometry (Å):
C -2.15405 1.44738 -0.59515  0.062
C -0.09069 -2.15594 -1.33831  0.229
C 0.19561 -1.02874 -2.17629  0.174
C -0.93926 -2.07345 -0.31247  0.019
C -0.34852 0.26960 -1.90680  -0.007
C -1.60973 -0.88316 -0.16422  0.241
C -1.33613 0.27819 -0.89666  0.217
H 0.31433 -3.11053 -1.63909  0.009
H 0.88885 -1.13952 -2.91533  0.008
H -1.30862 -2.96558 0.23403  -0.003
H -0.00119 1.10905 -2.51645  -0.003
H -2.39976 -0.96280 0.65439  0.004
H -3.18125 1.25082 -0.40675  0.015
H -2.01479 2.27755 -1.30485  0.002
H -2.03055 1.95356 0.31043  0.025
C 1.93131 0.74576 1.14896  0.005
C 2.11983 0.69866 2.57811  0.001
H 2.20858 1.67064 0.74713  0.000
H 2.36667 0.04661 0.46334  0.001
H 0.89638 0.47310 0.96359  0.002
H 2.93599 0.08269 2.88573  0.000
H 2.33632 1.63844 3.09727  0.000
H 1.22067 0.37770 3.08938  0.000

Entry 3:
This record from the OMol25 dataset describes a cluster of 2 separate species, C9H14 in total at a distorted geometry. The level of theory is the ωB97M-V functional and the def2-TZVPD basis.

Its energy relative to the best compared isomer or geometry (same formula, charge and spin) is 3.5 kcal/mol. For the frontier orbital gap (alpha / beta), the calculation gives 0.3755 / 0.2356 Eh. The molar mass is 122.21 g/mol. The net charge is +1. The lowest unoccupied orbital energy (alpha / beta) is -4.367 / -8.187 eV. As for the spin multiplicity: 2.

Each line ends with the Löwdin spin population.
Geometry (Å):
C -1.19508 2.93617 2.70516  0.000
C -2.07186 1.70180 2.87616  0.000
H -1.65291 3.72977 2.11590  0.000
H -0.95816 3.30048 3.70641  0.000
H -0.23457 2.74385 2.23264  0.000
H -3.03216 1.98348 3.32111  0.000
H -1.62381 0.98561 3.56595  0.000
H -2.33922 1.17672 1.95810  0.000
C 0.57390 0.40015 0.98302  0.062
C -0.43057 -0.88096 -2.37720  0.075
C 0.62746 -1.81112 -2.60694  0.305
C -0.49279 -0.22235 -1.18381  0.074
C 0.57896 -0.37481 -0.26443  0.266
C 1.64909 -2.04176 -1.66361  0.038
C 1.67562 -1.27376 -0.53717  0.122
H -1.14092 -0.73635 -3.17288  0.001
H 0.70308 -2.32775 -3.56249  0.012
H -1.29508 0.47509 -0.99756  0.000
H 2.39364 -2.79921 -1.83990  -0.002
H 1.27193 1.23137 0.81214  0.030
H 0.82783 -0.11377 1.90730  0.012
H 2.46195 -1.29702 0.20824  0.002
H -0.39371 0.88419 1.07405  0.001